{
  "formula": "C3H26N2O13",
  "method": "the ωB97M-V functional and the def2-TZVPD basis",
  "symbols": ["O", "O", "O", "O", "O", "O", "O", "O", "O", "O", "O", "O", "O", "N", "N", "C", "C", "C", "H", "H", "H", "H", "H", "H", "H", "H", "H", "H", "H", "H", "H", "H", "H", "H", "H", "H", "H", "H", "H", "H", "H", "H", "H", "H"],
  "xyz": [[-0.031, 1.577, 1.189], [1.344, -1.698, -2.692], [0.546, -2.692, -0.259], [2.451, 0.780, 1.675], [-1.546, 1.363, 3.406], [1.171, 3.713, 1.286], [-1.242, 1.060, -1.162], [2.042, -2.454, 2.699], [0.916, 1.193, -2.673], [2.067, 3.072, -1.164], [4.041, 0.075, -1.310], [-1.723, -0.221, -2.876], [-2.456, -2.846, 0.413], [-2.878, -0.562, -0.921], [-1.638, -1.919, 2.236], [-2.277, -1.817, 1.055], [-2.814, -0.482, 0.525], [-1.955, 0.039, -1.727], [2.883, -2.491, 2.244], [2.974, 2.852, -1.377], [0.448, 1.684, -3.342], [-3.819, -0.507, 0.948], [1.492, 2.439, -1.639], [0.508, 0.773, 1.181], [-1.571, -1.094, 2.819], [0.428, 2.407, 1.357], [-2.238, 0.377, 0.842], [-2.979, -1.523, -1.228], [0.403, 4.079, 0.851], [3.129, 0.565, 1.019], [-0.940, 1.913, 3.911], [1.725, 3.632, 0.465], [4.037, -0.758, -1.793], [0.303, 1.006, -1.949], [-0.289, -2.886, -0.699], [0.458, -1.957, -3.002], [-1.168, 1.358, 2.513], [2.358, 1.728, 1.519], [1.334, -2.470, 2.046], [1.219, -2.838, -0.923], [-0.968, 1.335, -0.269], [1.059, -0.777, -2.883], [3.116, 0.289, -1.153], [-1.319, -2.769, 2.665]],
  "e_homo_ev": -10.371,
  "spin_multiplicity": 1,
  "gap_ev": 10.358,
  "lumo_energy_ev": -0.0123,
  "smiles": "NC(=O)CNC(=O)O.O.O.O.O.O.O.O.O.O.O",
  "relative_energy_kj_mol": 0.0,
  "energy_ev": -33132.3382,
  "charge": 0
}